Entry 1:
ORCA calculation (ωB97M-V/def2-TZVPD) on 2 unconnected molecules or ions with the total composition C4H12N2O2.

- E_HOMO: -9.517 eV
- Energy: -11417.7004 eV
- ΔE to the lowest compared entry with this formula, charge and spin: 35.0 kcal/mol
- Kohn-Sham gap: 10.1877 eV
- SMILES string: C[C@H](N)CC(N)=O.O

The geometry in XYZ format:
```
20
Properties=species:S:1:pos:R:3:forces:R:3:nbo_charge:R:1
C 1.564876 -0.421174 -0.257966 -0.5 -1.4 -0.9 0.677
C -0.939756 -0.311719 -1.149541 1.8 1.5 -0.3 -0.062
H 1.792337 -1.130760 1.614424 0.2 0.1 0.4 0.398
H 0.446361 0.918805 3.237968 -0.5 -0.5 -1.0 0.481
H 1.777563 1.419258 2.378526 -1.0 -0.7 0.1 0.495
H -1.649102 1.595044 -0.479331 0.0 0.4 -0.4 0.207
H 3.283233 -0.638525 0.864372 0.0 -0.5 -0.1 0.404
O 2.018373 -0.550495 -1.376671 0.4 0.6 0.2 -0.600
H -2.765213 0.895315 -1.650799 0.5 -0.3 0.1 0.206
H -1.256868 1.512238 -2.283760 0.2 0.4 0.4 0.221
H -2.657514 -1.379975 -1.279276 0.0 0.4 0.1 0.358
C -1.692459 1.025991 -1.409944 -0.4 -0.9 0.1 -0.608
H -0.216217 -0.458647 0.950142 -0.1 -0.5 -0.5 0.221
H -1.461047 -2.264245 -0.779565 0.4 0.2 0.3 0.359
H 0.238070 0.988372 0.296142 -0.4 -0.4 -0.8 0.233
H -0.324267 -0.537765 -2.059346 -0.7 -0.2 0.5 0.195
N -1.830184 -1.320093 -0.690691 -1.3 -1.5 -0.2 -0.834
C 0.114717 -0.081989 -0.031584 0.2 1.4 1.3 -0.515
O 1.277172 1.363581 3.205238 1.5 1.1 1.0 -0.975
N 2.279925 -0.623219 0.901663 -0.2 0.6 -0.3 -0.863
```
Forces are in eV/Å.

=====

Entry 2:
ORCA calculation (ωB97M-V/def2-TZVPD) on 7 unconnected molecules or ions with the total composition C47H40BN4O25.

- E_HOMO: -10.708 eV
- Energy: -107203.1207 eV
- Charge: +1
- Kohn-Sham gap: 7.0880 eV

The geometry in XYZ format:
```
117
Properties=species:S:1:pos:R:3:forces:R:3:mulliken_charge:R:1
H 5.983237 3.978364 -5.363695 0.0 0.0 0.0 0.488
H 10.346536 0.342582 4.994917 0.1 0.0 0.1 0.356
H -0.798812 -5.219546 -5.665654 0.0 0.0 0.0 0.561
C 7.690261 1.858327 5.538070 -0.3 0.1 -0.1 -0.994
N -2.199220 4.378511 2.758240 -0.1 0.7 0.9 0.727
C 6.310395 1.579293 3.431724 -0.3 -0.2 -0.7 -0.033
H -5.365418 5.534952 1.895344 0.9 -0.4 0.2 0.372
C -3.397621 -3.409348 5.373119 0.5 -0.1 0.6 0.933
H -5.601116 3.414364 0.919178 1.0 -0.1 0.5 0.439
O 2.801111 3.974568 -8.681550 0.7 0.1 0.6 -0.566
O 4.670360 6.045614 2.681028 -0.4 -0.7 -0.2 -0.578
H -0.716823 2.502084 4.826132 0.0 0.1 -0.4 0.215
C -3.891529 -6.253290 -4.993596 0.3 -0.6 -0.3 0.917
H -2.828862 5.834765 1.268691 0.2 -0.8 0.8 0.325
H -7.082067 2.903769 2.902534 0.6 -0.9 0.4 0.364
C -3.127056 5.417501 2.256115 -1.8 0.7 0.9 -0.882
H -6.559579 -8.988918 -6.941090 0.1 -0.1 -0.1 0.352
O 2.972823 0.690765 -5.336111 0.4 0.2 0.3 -0.588
O -7.656084 -7.379576 -6.067345 0.2 -0.3 -0.1 -0.601
O -5.178908 -3.447290 3.725743 0.7 0.1 0.6 -0.603
C 0.627566 -4.225429 -6.880579 -0.4 -0.7 -0.2 0.462
H 2.969424 2.200954 0.829629 0.1 0.0 -0.1 0.519
C 4.595215 2.380304 -5.250935 0.6 0.2 0.5 0.227
C 4.539156 4.066764 -6.998890 0.5 0.1 0.4 0.850
C 5.370522 4.326098 -0.499013 0.3 0.6 0.1 0.934
O -2.942038 -2.404202 4.846333 -0.2 -0.3 -0.1 -0.602
C -0.067024 -3.404869 -4.701130 -0.3 -0.6 -0.2 0.796
H 0.225711 -1.675153 -3.195085 0.1 0.0 0.0 0.335
O 5.111468 1.822408 -4.135609 -0.6 -0.2 -0.4 -0.579
H -4.619442 -2.670677 3.536294 -0.1 0.0 -0.1 0.276
O 5.546307 2.797693 5.283217 -0.2 -0.1 -0.4 -0.629
C -5.356601 -7.835141 -6.112866 0.5 -0.7 -0.4 0.407
H -0.079358 -0.086515 2.927175 0.8 -0.2 -0.2 0.274
C 3.721773 3.990873 1.812832 -0.3 -0.6 -0.7 0.940
H -6.032236 -5.624134 4.922602 0.0 0.0 0.0 0.442
C -4.955989 2.239733 2.604456 -1.0 -1.0 1.0 0.367
H -3.340376 -6.489438 8.353042 0.1 0.0 0.1 0.355
O -2.782306 -5.708254 8.168903 -0.7 0.0 -0.7 -0.553
C 4.647049 5.154992 1.669431 0.4 0.7 0.3 0.235
C -4.116498 -7.469456 -5.770921 0.2 0.3 0.2 -0.946
C 1.595085 -2.072469 -5.954023 0.1 -0.1 -0.3 -0.715
C -4.600446 4.821364 2.281344 0.9 -1.1 0.5 -0.542
C 0.838611 -2.227224 -4.863730 0.4 0.7 0.1 0.085
H -2.977462 1.278909 2.531665 -0.8 0.0 0.3 0.303
O 9.449610 -0.025066 3.092357 0.1 0.1 0.3 -0.591
O 3.044792 3.877745 2.829028 0.0 0.3 0.1 -0.751
H 4.618053 2.363646 3.418747 -0.1 -0.1 0.0 0.186
O -5.590361 -8.950328 -6.825252 -0.4 0.7 0.4 -0.562
H 4.031829 5.712534 3.339071 0.1 0.1 0.0 0.340
C -5.147214 -5.154009 5.328726 0.0 -0.2 0.2 -0.815
C -4.529063 -5.782011 6.496542 -0.6 -0.1 -0.4 0.917
H -5.809684 -0.734585 5.243828 0.0 0.8 -0.6 0.381
H -3.122206 6.245744 3.009565 0.2 -0.6 -0.7 0.372
H 1.939506 1.812290 -7.462703 0.0 0.0 0.0 0.465
H -7.598413 0.980302 4.534661 0.9 0.1 -0.4 0.329
H -3.875357 -4.312102 -3.732718 0.0 0.1 0.0 0.314
O 4.993801 5.059958 -7.531777 -0.3 -0.1 -0.2 -0.596
C -6.569895 1.068640 4.115827 0.6 0.2 -0.2 -0.460
O -2.780935 -5.871557 -4.671214 -0.2 0.2 0.1 -0.541
H 3.359870 4.753265 -8.871036 -0.1 0.0 -0.1 0.349
C -5.578433 0.085713 4.533773 1.2 1.5 -1.8 -0.510
H -3.825679 3.187545 0.897741 -0.6 0.1 0.7 0.478
C 1.553770 -3.061540 -7.031053 0.2 0.5 0.2 0.920
C -2.793741 -4.019863 6.551317 0.0 0.4 -0.3 -1.037
O 0.486747 1.731774 0.604143 -1.6 -0.7 2.0 -0.582
B 0.177984 1.688674 1.982563 1.0 -0.8 -0.2 0.908
N -1.064599 2.995346 4.007479 -1.7 2.2 -1.7 0.243
C 2.809762 2.300795 -7.046340 0.0 -0.2 0.3 -0.971
C -3.318083 -5.129820 7.084779 0.7 0.0 0.7 0.348
O 4.378297 2.303820 -1.384580 0.5 0.9 0.4 -0.595
H -7.192077 -5.244386 -4.628182 0.0 0.0 0.0 0.413
C 8.665673 1.141121 4.968977 0.4 0.1 0.8 0.337
C -3.988410 1.239049 2.995046 -0.6 -0.1 0.5 0.080
H 0.731724 0.988416 3.836034 0.1 -0.4 -0.2 0.216
C -6.547296 -7.020309 -5.719748 -0.4 0.5 0.3 0.909
C 6.455209 2.136937 4.810307 0.4 0.1 0.6 1.116
C -5.082746 -5.453665 -4.577518 -0.5 0.7 0.4 0.383
H 7.775279 2.252768 6.541276 0.0 0.0 0.0 0.423
O 2.236244 -2.967953 -8.034355 -0.2 -0.3 -0.1 -0.614
C -4.687715 3.384723 1.578941 -1.0 0.1 0.0 -1.022
C 5.416682 5.305747 0.587894 0.1 -0.1 -0.2 -0.983
H 7.191338 0.459255 1.862285 0.0 0.0 0.0 0.485
H 2.255665 -1.225981 -6.082071 -0.1 -0.1 0.1 0.660
H -3.451727 -0.577757 4.237961 -0.8 1.0 -0.4 0.758
C -4.234068 0.167563 3.956783 -2.2 1.6 -0.4 -0.847
H -0.327342 1.465056 0.130174 0.6 0.5 -0.3 0.297
O -4.846434 -4.350990 -3.841097 0.4 -0.6 -0.4 -0.584
C 3.658057 3.026905 0.719448 -0.3 0.4 0.4 -0.321
O 9.809549 0.869476 5.618206 -0.4 -0.1 -0.8 -0.554
H -4.809482 4.618897 3.371699 -0.1 0.5 -1.0 0.361
H -1.917663 -3.540204 6.965603 0.0 0.0 0.0 0.436
N -1.489455 3.654319 1.866189 0.9 -1.3 2.8 -0.486
C 7.283842 0.866043 2.860122 0.2 -0.1 0.0 -0.772
C 5.121821 3.482261 -5.790207 0.0 0.2 -0.1 -0.851
O 0.589005 -5.108419 -7.895042 0.4 0.7 0.2 -0.570
C -4.624171 -4.044253 4.799924 -0.6 -0.1 -0.6 0.382
O -4.961279 -6.798657 7.000852 0.3 0.1 0.2 -0.582
N 0.678845 0.613934 2.883205 -1.2 1.4 -0.3 -0.665
C 3.406884 1.705262 -5.853869 -0.5 0.0 -0.5 1.057
C -6.322104 -5.815809 -4.921256 -0.2 -0.2 -0.1 -0.917
C -0.794476 2.803381 2.647908 0.2 0.3 -1.2 -0.468
C -1.970077 4.041702 4.046617 0.7 -1.0 -1.0 -0.067
H 4.554048 1.039931 -3.953338 0.1 0.0 0.0 0.301
C 4.423543 3.176786 -0.366362 -0.5 -0.8 -0.3 -0.004
O 0.854740 -1.330381 -3.856874 -0.4 -0.6 -0.1 -0.500
C 8.532082 0.605914 3.578909 -0.2 -0.1 -0.6 0.949
H -3.246988 -8.048275 -6.050554 0.0 0.0 0.0 0.439
H -2.402548 4.491740 4.961268 0.3 -0.3 -1.0 0.376
O -0.725192 -3.512419 -3.679890 0.2 0.4 0.1 -0.672
H 1.222223 -4.772579 -8.558385 0.0 -0.1 0.0 0.352
C -6.306573 2.154921 3.188764 2.2 -1.7 0.5 -0.519
H 5.024180 2.632136 -2.043989 -0.1 -0.2 -0.2 0.358
C 3.333349 3.406581 -7.586707 -0.7 -0.1 -0.6 0.370
H 6.091983 6.142525 0.473523 0.0 0.0 0.0 0.457
O 6.062856 4.416687 -1.493226 -0.2 -0.3 0.0 -0.582
C -0.126546 -4.381420 -5.787493 -0.1 0.1 0.3 -1.055
O 5.149447 1.831883 2.792838 0.5 0.1 0.9 -0.265
```
Forces are in eV/Å.

=====

Entry 3:
ORCA calculation (ωB97M-V/def2-TZVPD) on 6 unconnected molecules or ions with the total composition C23H46NO25S6.

- E_HOMO: -11.283 eV
- Energy: -142272.5035 eV
- ΔE to the lowest compared entry with this formula, charge and spin: 15.0 kcal/mol
- Charge: +1
- Kohn-Sham gap: 8.7807 eV

The geometry in XYZ format:
```
101
Properties=species:S:1:pos:R:3:forces:R:3:mulliken_charge:R:1
C 6.470983 -2.763552 -5.268841 -0.2 -0.5 -0.1 -0.281
H -3.597941 6.302573 9.001300 0.1 0.2 0.0 0.318
H 5.679117 -0.765248 -5.478517 0.0 0.0 0.0 0.299
N -1.185126 2.856817 3.449168 0.3 1.4 -0.4 -0.587
O -0.990416 -3.866401 -3.291503 0.4 0.2 -0.1 -0.523
H -4.404069 -1.622738 0.580865 -0.6 -0.4 -0.2 0.472
O -3.436687 -3.651330 -3.526490 -0.1 0.1 -0.2 -0.555
H 2.053795 -3.419159 -7.246232 -0.1 0.1 0.2 0.258
C 1.746230 -2.452370 -9.153720 -0.1 -0.2 -0.4 -0.338
O 2.916194 -1.618088 -9.120162 0.0 -0.1 0.3 -0.318
O 5.142179 -1.655974 -3.689570 0.2 -0.4 -0.2 -0.298
H 0.316781 -4.076760 2.361141 -0.2 -0.8 0.1 0.336
H 1.615019 -1.425270 1.945521 0.3 0.6 -0.1 0.202
C -3.795728 -0.966270 1.171448 0.7 -0.2 -0.5 -1.202
H -2.578559 -1.242601 -0.541374 0.1 -0.4 -0.6 0.231
C 5.370754 -1.748514 -5.122775 0.0 0.5 0.0 -0.129
C 2.123163 -3.645235 -8.305280 -0.2 0.0 0.2 -0.279
C -2.199222 0.683761 0.090366 -0.3 0.0 0.0 0.237
C -2.175571 7.091797 0.777456 -0.2 0.4 0.0 -0.437
H -3.128452 1.250200 2.539533 -0.1 0.1 -0.7 -0.183
H 4.063684 -2.168190 1.421747 0.3 0.4 0.3 0.227
H -3.269926 -2.649698 2.429412 0.6 -0.5 0.1 0.364
H 4.602573 0.603976 -0.857433 0.7 -0.1 -0.5 0.221
H 1.527733 -4.524758 -8.528664 0.2 -0.1 -0.1 0.303
H -2.623738 -4.837066 0.465879 0.2 0.2 0.0 0.266
H -1.627669 -1.130375 0.885075 0.5 -0.4 0.3 -0.603
H -3.867441 4.063943 7.518097 -0.1 0.0 -0.2 0.302
C 3.458603 -2.651176 0.668129 -0.2 -0.2 0.3 -0.448
H -3.017011 -6.986913 -1.122566 -0.1 0.0 -0.2 0.339
C -2.500580 -0.742614 0.404514 -0.6 0.2 -0.3 1.116
O 2.996870 -0.385507 -0.145055 -0.5 -0.1 0.4 -0.235
C 1.276472 -2.389713 1.602179 -0.1 -0.2 0.3 0.105
C 3.859903 1.556762 0.870005 -0.3 -0.3 0.2 -1.295
H 4.043066 -3.462231 0.285952 0.2 -0.7 -0.1 0.435
O 4.770996 -2.696600 -10.324341 0.3 0.0 -0.3 -0.541
H -1.936199 7.607831 2.871590 -0.2 0.0 0.2 0.412
H -1.378012 -6.303728 -1.036018 0.0 0.0 0.0 0.303
S -2.299455 -4.159089 -2.854763 -0.4 -0.1 -0.1 1.052
H 4.086370 -1.815210 -1.116166 0.2 0.0 -0.4 -0.660
S -3.525266 6.881699 5.649667 -0.2 -0.3 0.8 1.152
H -3.136332 2.210454 0.538229 -0.2 1.3 -0.5 0.380
O -0.870393 -2.508417 2.802147 -0.2 -0.1 -0.4 -0.216
H -3.464044 1.271632 4.225388 -0.6 0.0 0.4 0.630
H 0.639611 -2.275159 0.738639 -0.3 0.4 -0.6 0.173
O -2.262338 7.271805 5.148132 0.4 0.2 -0.3 -0.570
O -1.084161 1.084067 0.042055 1.2 0.6 0.2 -0.577
S -3.904309 5.392483 1.240180 0.4 0.4 0.1 0.813
O 5.007679 -2.076239 -7.950908 0.3 0.2 0.1 -0.440
H -2.777619 7.986591 0.615353 0.0 0.0 0.0 0.318
O -2.412490 -3.771215 -1.306923 0.2 -0.2 0.4 -0.162
O -3.586798 7.305746 7.185812 0.3 -0.1 0.0 -0.301
C -0.827417 -1.254718 3.369714 -0.4 -0.1 -0.6 -1.083
H -5.062808 6.129693 8.008634 0.0 0.0 0.0 0.302
C -1.455867 1.717774 3.841929 -0.3 -1.1 -0.1 -0.485
C 3.203759 -1.731472 -0.493766 0.2 0.3 0.1 0.322
O 7.336030 -2.498046 -4.159721 0.2 0.2 0.1 -0.332
H 4.468733 -2.051453 -5.633174 -0.2 0.0 0.2 0.107
O -5.192056 5.885323 0.965387 -0.6 -0.1 0.0 -0.562
S 6.498611 -1.989544 -2.907472 -0.1 0.0 -0.8 1.137
C -3.624391 -1.641122 2.495011 -0.3 0.7 -0.1 -0.585
O 6.245332 -3.073659 -2.029755 -0.2 -0.1 0.4 -0.550
H -4.342622 -0.046794 1.241970 -0.3 0.4 0.2 0.515
H 0.937881 -3.010536 3.633659 0.3 -0.2 0.5 0.345
H -4.579198 -1.678269 2.981960 -0.5 -0.1 0.6 0.621
H -2.299607 4.905638 7.485723 0.0 0.0 0.0 0.283
H -0.758249 1.193950 4.467649 0.4 -0.2 0.5 0.617
O 3.498684 -3.890360 -8.622375 -0.1 0.0 -0.2 -0.305
C 4.204694 0.317935 0.100228 -0.7 0.3 -0.2 -0.143
H 1.555541 -2.738580 -10.189334 0.0 0.0 0.0 0.295
O -3.531548 5.294259 5.879386 -0.2 0.0 0.1 -0.218
H 4.672981 1.864022 1.494396 0.6 0.4 0.2 0.377
H -1.272436 6.024150 2.430698 0.0 0.0 0.0 0.235
H 3.030508 1.329495 1.513388 -0.5 -0.1 0.5 0.220
O -3.673268 3.985482 1.339703 0.1 -0.5 0.2 -0.572
H 4.907562 -0.278390 0.657832 0.4 -0.4 0.1 0.411
C -3.366898 4.996610 7.275479 0.4 0.0 0.1 -0.326
O -2.475446 -5.731229 -2.683258 -0.2 0.0 0.2 -0.318
H 3.531132 2.342463 0.221448 0.0 0.6 -0.3 0.336
H -4.038845 -4.834509 -0.615214 0.0 0.0 0.0 0.265
H 6.092168 -3.783061 -5.176183 0.0 0.0 0.0 0.281
O 2.337171 -3.251009 1.325611 0.1 -0.1 -0.2 -0.433
O -3.271098 1.493005 -0.088040 -0.3 -0.7 0.4 -0.420
C -2.729370 0.988207 3.495722 0.1 -0.2 0.2 0.115
H -0.385177 -0.492189 2.743968 0.2 0.3 -0.3 0.679
O -2.868245 5.969425 0.194285 0.3 -0.2 0.1 -0.311
C -2.072717 6.741170 2.242232 0.3 -0.2 -0.1 -0.294
H 2.352456 -2.047615 -1.071154 -0.4 -0.2 -0.3 0.558
S -2.577512 -0.796976 3.705793 -0.1 -0.6 1.0 -0.011
C -3.972962 6.183635 7.990060 -0.4 -0.1 0.0 -0.418
H -1.205869 7.215482 0.307265 0.0 -0.2 -0.1 0.341
O -3.340225 6.097786 2.546013 0.2 0.1 -0.4 -0.107
H -1.922293 3.236734 2.852739 0.0 0.2 -0.1 0.249
C -2.417390 -6.099364 -1.296880 0.3 -0.1 0.2 -0.434
O -4.730692 7.246139 5.017657 -0.3 0.1 -0.4 -0.546
C 0.453208 -3.065704 2.674674 -0.1 0.2 -0.3 -0.912
H 7.013847 -2.661948 -6.200957 0.2 0.1 0.1 0.306
C -2.948719 -4.883061 -0.569711 -0.4 0.0 -0.1 -0.231
H -0.346554 -1.315572 4.328943 0.2 0.3 0.7 0.807
H 0.891174 -1.911791 -8.761902 0.1 0.2 0.1 0.314
O 7.088228 -0.792225 -2.442860 0.1 0.3 0.4 -0.573
S 4.219515 -2.532118 -9.038152 -0.4 0.0 0.0 1.042
```
Forces are in eV/Å.

=====

Entry 4:
ORCA calculation (ωB97M-V/def2-TZVPD) on C3H5N3 in the gas phase.

- E_HOMO (alpha / beta): -8.230 / -8.231 eV
- Energy: -7658.2687 eV
- ΔE to the lowest compared entry with this formula, charge and spin: 96.6 kcal/mol
- Kohn-Sham gap (alpha / beta): 8.6035 / 8.6040 eV

The geometry in XYZ format:
```
11
Properties=species:S:1:pos:R:3:forces:R:3:nbo_charge:R:1
H -2.366989 0.288016 -0.529081 0.2 -0.1 0.0 0.374
N 1.725209 0.472227 -0.137378 0.2 -0.2 -0.2 -0.601
N -0.341682 0.117252 0.978450 0.3 -0.1 -0.1 -0.451
H 0.585729 -0.610015 -1.300697 0.3 0.1 0.0 0.102
H 1.138270 1.333741 1.717278 -0.1 -0.1 -0.2 0.183
H -2.412299 -1.399386 -0.883470 0.1 0.2 0.1 0.398
C 0.783402 0.692144 0.912725 -0.3 -0.2 0.0 0.206
C 1.640745 -0.264393 -1.233467 -0.3 0.2 0.4 -0.058
H 2.628707 0.897856 0.051422 -0.1 0.0 0.0 0.393
N -1.947858 -0.632321 -0.422291 0.0 -0.1 0.0 -0.779
C -0.859294 -0.892888 0.294650 -0.2 0.3 0.0 0.232
```
Forces are in eV/Å.